(1)
{
  "formula": "CHN3O2",
  "method": "ωB97M-V/def2-TZVPD",
  "species": ["O", "O", "N", "N", "N", "C", "H"],
  "positions_angstrom": [[-0.334, -1.920, 0.135], [0.800, 1.284, 0.295], [-1.932, -0.247, -0.190], [1.814, 0.818, 0.005], [2.789, 0.376, -0.267], [-1.065, -1.032, 0.031], [-2.072, 0.721, -0.009]],
  "forces_ev_per_a": [[0.9, -0.7, 0.3], [-2.6, 1.2, 0.7], [-0.9, 0.4, -0.3], [1.3, -0.5, -0.3], [1.3, -0.6, -0.4], [-0.2, 0.0, -0.2], [0.2, 0.3, 0.2]],
  "lowdin_charge": [0.15, 0.09, 0.20, -0.32, 0.25, -0.45, 0.08],
  "total_charge": 0,
  "relative_energy_kcal_mol": 18.27,
  "smiles": "N#[N+][O-].N=C=O"
}

(2)
{
  "formula": "C14H28HgNO7PSSi",
  "method": "ωB97M-V/def2-TZVPD",
  "species": ["Hg", "S", "P", "Si", "O", "O", "O", "O", "O", "O", "O", "N", "C", "C", "C", "C", "C", "C", "C", "C", "C", "C", "C", "C", "C", "C", "H", "H", "H", "H", "H", "H", "H", "H", "H", "H", "H", "H", "H", "H", "H", "H", "H", "H", "H", "H", "H", "H", "H", "H", "H", "H", "H", "H"],
  "positions_angstrom": [[4.119, -4.171, 4.219], [-1.848, -1.836, 1.271], [0.753, 0.299, -2.355], [-2.023, 1.307, -1.616], [-1.097, 3.207, 1.326], [-2.391, 1.523, 2.123], [-1.032, -2.924, 0.316], [0.979, -0.650, -3.584], [-2.265, -0.690, 0.145], [-3.067, -2.476, 1.573], [1.027, 3.881, 0.921], [2.862, -4.110, 0.966], [0.377, -2.767, 0.380], [2.436, -3.029, 1.810], [0.925, -1.488, -0.344], [-0.185, -0.742, -1.088], [-2.308, 0.390, -3.256], [-1.435, 1.872, 1.488], [0.939, -2.860, 1.821], [-3.705, 1.870, -1.019], [-1.182, 0.081, -0.327], [-0.511, 0.920, 0.773], [0.210, 3.491, 1.737], [2.329, 0.974, -1.807], [-0.952, 2.855, -1.847], [0.527, 3.275, 3.183], [-0.077, 0.293, 1.542], [0.426, 2.223, 3.423], [2.706, -3.202, 2.925], [1.635, -1.846, -1.082], [1.560, 3.529, 3.327], [-0.937, 3.136, -2.892], [0.503, -3.754, 2.246], [-1.439, 0.331, -3.899], [1.928, -0.779, -3.763], [-3.146, 0.845, -3.760], [-2.590, -0.633, -3.019], [0.788, -3.613, -0.141], [2.877, 1.372, -2.652], [-1.346, 3.682, -1.277], [-0.744, -1.460, -1.682], [-0.093, 3.869, 3.834], [-4.461, 1.368, -1.606], [2.228, -4.895, 1.019], [2.948, 0.230, -1.317], [2.130, 1.796, -1.130], [0.095, 2.726, -1.581], [-3.909, 1.621, 0.012], [0.725, -1.986, 2.416], [2.934, -2.100, 1.554], [1.495, -0.885, 0.348], [3.777, -4.431, 1.245], [0.323, 1.433, 0.315], [-3.820, 2.926, -1.214]],
  "forces_ev_per_a": [[0.5, -0.3, 0.6], [0.3, -0.1, 0.5], [0.4, -1.0, 0.6], [-2.1, 0.9, -0.4], [0.1, -0.5, 0.4], [1.1, 0.4, -0.9], [-0.1, 0.7, -0.1], [0.3, 0.3, 0.5], [0.1, -0.3, -0.6], [-0.8, -0.3, 0.1], [-1.7, -0.8, 1.1], [0.0, 0.4, -0.1], [0.0, 0.0, 0.5], [-0.2, -0.5, 1.3], [0.5, 0.0, -0.5], [-0.8, 0.2, 0.2], [1.0, -0.7, 1.1], [-1.3, 0.1, 0.9], [0.5, 0.2, -0.9], [0.5, -0.6, -0.3], [0.1, 0.7, 0.4], [0.1, -0.3, -0.2], [1.9, 1.1, -1.3], [-0.4, 0.3, -0.3], [0.7, -1.0, -0.4], [0.1, -0.1, -0.5], [0.0, -0.4, 0.3], [-0.3, -0.3, 0.2], [-0.4, 0.4, -1.3], [0.4, -0.3, -0.1], [0.4, 0.2, 0.1], [-0.2, 0.0, -0.4], [-0.4, -0.1, 0.3], [-0.1, 0.1, -0.6], [0.0, -0.1, -0.7], [-0.1, 0.4, -0.2], [-0.2, -0.2, 0.0], [-0.1, -0.3, -0.5], [0.1, 0.2, -0.4], [-0.1, 0.1, 0.5], [-0.1, -0.1, -0.4], [-0.4, 0.1, 0.2], [-0.3, -0.2, -0.2], [0.0, -0.2, 0.1], [0.0, -0.4, 0.1], [0.0, 0.2, 0.3], [0.4, 0.5, 0.2], [0.0, 0.2, 0.4], [-0.4, 0.2, 0.3], [0.3, 0.2, -0.1], [-0.1, 0.4, 0.2], [0.3, -0.2, -0.2], [0.2, 0.5, -0.1], [0.0, 0.4, 0.2]],
  "lowdin_charge": [0.59, 1.02, 1.16, 0.63, 0.09, 0.20, -0.23, -0.10, -0.25, -0.26, 0.13, 0.02, -0.33, -0.39, -0.11, -0.29, -0.12, -0.44, -0.15, -0.11, -0.53, -0.06, -0.45, -0.12, -0.12, 0.06, 0.13, 0.10, -0.12, 0.12, 0.10, 0.06, 0.14, 0.01, 0.13, 0.07, 0.06, 0.14, 0.09, 0.06, 0.15, 0.11, 0.05, 0.09, 0.09, 0.06, 0.00, 0.04, 0.11, 0.11, 0.11, 0.04, 0.10, 0.05],
  "total_charge": 2
}

(3)
{
  "formula": "C44H66Br61ClN2O5",
  "method": "ωB97M-V/def2-TZVPD",
  "species": ["Br", "Br", "Br", "Br", "Br", "Br", "Br", "Br", "Br", "Br", "Br", "Br", "Br", "Br", "Br", "Br", "Br", "Br", "Br", "Br", "Br", "Br", "Br", "Br", "Br", "Br", "Br", "Br", "Br", "Br", "Br", "Br", "Br", "Br", "Br", "Br", "Br", "Br", "Br", "Br", "Br", "Br", "Br", "Br", "Br", "Br", "Br", "Br", "Br", "Br", "Br", "Br", "Br", "Br", "Br", "Br", "Br", "Br", "Br", "Br", "Br", "Cl", "O", "O", "O", "O", "O", "N", "N", "C", "C", "C", "C", "C", "C", "C", "C", "C", "C", "C", "C", "C", "C", "C", "C", "C", "C", "C", "C", "C", "C", "C", "C", "C", "C", "C", "C", "C", "C", "C", "C", "C", "C", "C", "C", "C", "C", "C", "C", "C", "C", "C", "C", "H", "H", "H", "H", "H", "H", "H", "H", "H", "H", "H", "H", "H", "H", "H", "H", "H", "H", "H", "H", "H", "H", "H", "H", "H", "H", "H", "H", "H", "H", "H", "H", "H", "H", "H", "H", "H", "H", "H", "H", "H", "H", "H", "H", "H", "H", "H", "H", "H", "H", "H", "H", "H", "H", "H", "H", "H", "H", "H", "H", "H", "H", "H", "H", "H", "H"],
  "positions_angstrom": [[7.715, -4.609, 6.133], [-6.368, 2.505, 11.507], [-4.518, -1.357, 9.603], [5.546, 6.857, -1.853], [2.557, 6.236, 5.028], [-8.390, 1.501, 5.237], [-6.278, 0.059, -10.109], [1.469, -6.968, -10.976], [4.175, -7.469, 8.691], [0.637, -5.896, -7.848], [-5.485, -2.955, -5.863], [-1.465, -2.240, 9.353], [3.263, 4.261, -7.744], [2.679, 9.400, 4.665], [6.725, -3.952, -10.592], [-3.142, -4.039, 5.211], [-2.635, 5.791, -0.025], [-3.023, 4.326, 3.323], [-10.317, -4.240, -13.012], [-1.890, -6.083, 7.310], [5.485, 1.099, -10.580], [-3.617, -1.692, -10.067], [0.279, -6.254, -4.696], [-2.713, -0.212, 7.248], [-1.654, 1.456, 10.887], [-2.468, -1.932, -5.672], [5.539, -6.909, -10.545], [-5.585, -1.012, 0.523], [4.138, -4.606, -8.849], [9.401, 0.420, 5.538], [-8.993, -6.742, -14.476], [-4.943, -5.196, 7.567], [3.285, 2.589, -12.336], [-4.050, -2.733, -3.024], [1.027, -3.407, -5.912], [-2.699, 4.197, 9.642], [1.612, -6.948, 6.873], [-4.939, 7.988, 0.125], [3.820, -9.043, 5.944], [6.344, -1.761, 5.729], [1.197, -9.446, -12.956], [8.541, 6.439, -2.866], [-8.913, 2.373, 9.617], [7.311, 9.374, -2.686], [-2.822, 6.959, 5.112], [0.450, 7.713, 3.142], [-8.269, -6.102, -11.440], [-2.202, 3.961, 12.781], [-7.389, 4.334, 6.308], [4.563, -4.404, 5.725], [-7.886, 5.189, 10.691], [0.769, -9.849, -9.824], [-5.830, 1.668, 7.133], [2.743, 4.288, -4.603], [7.169, 2.502, 6.436], [-5.646, 4.942, -0.538], [-6.427, -3.081, -10.640], [5.994, 4.082, -11.575], [-0.904, 4.486, 5.695], [9.702, 1.978, 8.300], [5.550, 5.234, -5.746], [-2.299, 1.934, -2.055], [3.864, 0.236, -3.022], [-0.887, -2.952, -0.468], [-2.994, -3.774, -0.379], [-3.411, 0.195, -0.468], [0.454, 0.443, -2.149], [-0.372, -0.446, -1.426], [-5.701, 1.830, 2.756], [5.051, 0.845, -2.529], [4.731, -3.689, 2.223], [-6.873, 2.554, 5.771], [-2.065, -3.204, 0.107], [5.611, -2.481, 1.958], [0.262, 2.366, 0.158], [-1.002, 0.160, -0.298], [3.655, 5.125, -6.070], [5.218, 2.248, -3.090], [-0.918, -2.768, -1.883], [1.549, 7.846, 4.722], [2.847, 0.297, -2.048], [-1.188, -1.297, -2.261], [-3.478, -5.544, 6.367], [-7.389, 3.413, 10.147], [-5.509, -1.662, -9.719], [0.094, -5.067, -6.200], [2.857, 0.045, 2.644], [-7.367, 2.630, 1.296], [0.105, 0.900, 0.488], [0.589, -8.647, -11.315], [4.185, -0.635, 2.947], [-1.866, 5.469, 4.355], [2.925, -8.235, 7.443], [-3.052, -1.707, 8.407], [-6.010, 2.035, 1.559], [1.573, -0.213, -2.698], [-2.717, 3.034, 11.175], [6.138, -3.545, 6.421], [-5.092, 1.752, 0.402], [-4.303, 0.478, 0.561], [6.946, 7.511, -3.001], [1.977, 2.405, 2.114], [1.493, 3.048, 0.815], [-2.256, 1.005, -0.536], [-2.163, -2.721, 1.527], [5.137, -5.030, -10.440], [4.680, 2.789, -11.025], [4.820, -1.214, 1.686], [-4.183, -2.007, -4.800], [-8.764, -5.366, -13.150], [-4.465, 6.142, 0.391], [8.478, 1.219, 7.024], [3.069, 1.342, 1.857], [5.332, -4.583, 2.111], [1.161, 2.026, 2.710], [-2.557, -3.475, 2.190], [2.398, -9.020, 7.962], [6.589, 7.424, -4.016], [1.194, 4.058, 1.076], [4.854, 0.093, 3.393], [-3.736, 2.710, 11.308], [-1.561, -3.458, -2.399], [4.031, -1.438, 0.979], [3.945, -3.759, 1.482], [4.019, -1.403, 3.691], [6.259, 2.457, -3.294], [6.006, -3.456, 7.488], [-7.317, 3.596, 0.777], [6.345, -2.350, 2.739], [-6.239, 2.659, 4.901], [-4.376, 2.566, 0.368], [4.968, 0.909, -1.450], [-5.583, 1.786, -0.555], [3.056, 1.120, 0.800], [6.183, -2.691, 1.061], [2.308, -0.651, 2.021], [0.882, 7.968, 5.563], [-7.822, 2.860, 2.245], [4.899, 2.985, -2.362], [2.308, 0.242, 3.557], [7.943, 0.427, 7.526], [3.286, 6.136, -6.141], [-3.771, -6.370, 5.738], [-6.753, 3.511, 9.279], [0.080, -2.976, -2.238], [1.631, 0.081, -3.740], [2.444, 3.189, 2.697], [5.930, 0.256, -2.748], [3.115, -0.406, -1.261], [-2.845, -1.883, 1.491], [-8.018, 1.924, 0.797], [-0.927, -1.215, -3.302], [-3.802, 0.390, 1.517], [-4.529, -0.989, -4.708], [4.636, 2.399, -3.989], [-4.756, 1.450, 2.815], [-0.097, 0.756, 1.540], [-1.133, 5.876, 3.673], [-0.595, 2.935, 0.468], [-2.274, -1.124, -2.202], [-2.312, 1.734, 0.260], [-4.582, 5.929, 1.444], [1.523, -1.291, -2.661], [-1.197, -2.366, 1.852], [0.330, 2.527, -0.905], [2.686, 1.307, -1.686], [4.220, 3.168, -10.126], [2.295, 3.164, 0.100], [-0.957, -4.830, -6.289], [4.036, 1.758, 2.109], [1.023, 0.383, 0.274], [-1.315, -0.644, 0.346], [-7.946, -4.742, -13.476], [4.322, -3.708, 3.228], [-3.345, -2.538, 7.781], [5.496, -0.489, 1.252], [-5.638, -1.835, -8.661], [-0.463, -8.438, -11.432], [4.508, -4.791, -11.284]],
  "forces_ev_per_a": [[0.0, 0.0, 0.0], [-0.1, 0.0, 0.0], [0.0, 0.0, 0.0], [0.0, 0.0, 0.0], [0.0, 0.1, -0.1], [0.1, 0.1, 0.1], [0.0, 0.0, 0.0], [0.0, 0.0, -0.1], [0.0, 0.0, 0.0], [-0.1, 0.0, 0.1], [0.1, 0.0, 0.0], [0.0, 0.0, 0.0], [0.0, 0.0, 0.1], [0.0, -0.1, 0.0], [0.0, 0.0, 0.0], [0.0, 0.0, 0.1], [0.3, 0.0, -0.2], [-0.2, -0.2, 0.2], [0.0, 0.0, 0.0], [-0.1, 0.1, 0.0], [0.0, 0.0, 0.0], [0.0, 0.0, 0.0], [0.0, 0.1, 0.0], [0.1, 0.0, 0.0], [0.0, 0.0, 0.0], [0.0, -0.1, -0.1], [0.0, 0.1, 0.0], [0.2, 0.0, 0.1], [0.0, 0.0, -0.1], [0.0, 0.1, 0.0], [0.0, 0.0, 0.0], [0.1, 0.1, 0.0], [0.0, 0.0, 0.0], [-0.5, -0.2, -0.3], [0.0, 0.0, 0.0], [0.0, 0.0, 0.0], [0.0, 0.0, 0.0], [0.0, -0.1, 0.0], [0.0, 0.1, 0.0], [0.0, 0.0, 0.1], [0.0, 0.0, 0.1], [-0.1, 0.0, 0.0], [0.0, 0.0, 0.0], [0.0, -0.1, 0.0], [0.0, -0.1, 0.0], [0.2, 0.2, -0.1], [0.0, 0.0, -0.1], [0.0, 0.0, -0.1], [0.0, 0.0, 0.1], [0.1, -0.1, 0.3], [0.0, -0.1, 0.0], [0.0, 0.0, 0.0], [-0.1, 0.1, -0.1], [-0.2, 0.1, -0.1], [0.0, 0.0, 0.0], [0.2, 0.5, -0.4], [0.0, 0.0, 0.1], [0.0, 0.0, 0.0], [-0.1, 0.0, 0.0], [0.0, 0.0, 0.0], [0.0, 0.0, 0.0], [0.1, -0.1, 0.0], [0.3, 0.0, 0.0], [-0.3, 0.4, -0.2], [-0.6, -0.3, -1.3], [0.2, -0.2, -0.6], [-0.9, 0.2, -0.1], [0.3, -1.0, -0.3], [0.8, -0.1, 1.2], [-0.2, 0.5, -0.1], [0.4, -0.1, 0.1], [0.0, 0.0, 0.0], [-0.3, -0.3, 1.5], [-0.2, -0.2, -0.8], [0.9, 0.6, 0.3], [1.3, 0.9, -0.3], [0.0, 0.0, 0.1], [0.1, 0.1, 0.4], [1.0, 0.5, -0.7], [0.1, 0.0, 0.1], [-0.2, -1.1, -0.5], [-0.8, -1.0, 0.5], [0.0, 0.0, 0.0], [0.0, 0.0, -0.1], [0.0, 0.0, 0.0], [-0.1, 0.0, 0.0], [0.8, 0.2, -0.3], [0.1, 0.4, 0.2], [-0.7, 0.1, -0.3], [0.0, -0.1, 0.0], [-0.4, 0.1, -0.1], [0.0, 0.0, 0.0], [0.1, 0.0, 0.0], [0.0, 0.0, 0.0], [-1.0, 0.5, -0.7], [0.5, 0.7, -0.3], [0.1, 0.0, 0.0], [0.0, 0.0, 0.0], [0.6, 0.1, 0.2], [-0.7, -0.7, -0.3], [0.0, 0.0, 0.0], [1.1, 0.2, -0.7], [-1.0, 0.0, 0.5], [-0.5, 0.0, 0.6], [0.8, 0.3, -0.3], [0.0, 0.0, 0.1], [0.0, 0.0, -0.1], [0.3, -0.1, 0.9], [-0.1, 0.0, 0.2], [0.0, 0.0, 0.0], [-0.1, 0.1, 0.2], [0.0, 0.0, 0.0], [-1.1, -0.2, 0.5], [0.1, -0.4, 0.1], [-0.3, -0.2, 0.1], [-0.1, -0.2, 0.0], [0.0, 0.0, 0.0], [0.0, 0.0, 0.0], [-0.1, 0.4, -0.2], [0.3, 0.1, 0.3], [0.0, 0.0, 0.0], [-0.5, -0.3, 0.1], [-0.1, -0.1, -0.4], [-0.4, 0.1, -0.1], [0.0, -0.4, 0.2], [0.3, 0.1, -0.2], [0.0, 0.0, 0.0], [0.0, -0.6, -0.2], [0.2, 0.2, 0.4], [0.0, -0.1, -0.1], [0.3, 0.4, 0.0], [0.2, -0.1, 0.4], [-0.3, -0.2, -0.3], [0.3, -0.1, -0.4], [0.2, -0.1, -0.2], [-0.6, -0.2, 0.1], [-0.1, 0.0, 0.0], [-0.1, -0.1, 0.5], [-0.2, 0.3, 0.1], [-0.2, 0.0, 0.3], [0.0, 0.0, 0.0], [0.0, 0.0, 0.0], [0.0, 0.0, 0.0], [0.0, 0.0, 0.0], [0.5, -0.3, 0.2], [-0.1, 0.0, -0.4], [0.0, 0.2, 0.4], [0.0, -0.5, -0.3], [0.1, 0.3, 0.7], [-0.3, 0.2, 0.2], [-0.1, -0.1, -0.5], [0.2, 0.3, -0.4], [0.1, 0.1, 0.3], [0.0, 0.0, 0.0], [0.1, -0.2, -0.2], [0.0, -0.1, 0.3], [0.0, 0.1, 0.4], [-0.1, -0.1, 0.0], [-0.7, 0.2, 0.3], [0.5, 0.4, 0.2], [0.0, 0.4, 0.2], [0.0, 0.0, 0.0], [-0.3, -0.3, 0.2], [0.3, 0.1, 0.4], [0.0, -0.2, -0.5], [0.0, 0.3, 0.2], [0.0, 0.0, 0.0], [0.4, -0.2, -0.1], [0.0, 0.0, 0.0], [0.3, 0.1, 0.0], [0.4, -0.3, 0.0], [-0.3, -0.4, 0.0], [0.0, 0.0, 0.0], [-0.2, 0.1, -0.2], [0.0, 0.0, 0.0], [0.0, 0.4, -0.3], [0.0, 0.0, 0.0], [0.0, 0.0, 0.0], [0.0, 0.0, 0.0]],
  "lowdin_charge": [0.59, 0.62, 0.56, 0.55, 0.57, 0.58, 0.57, 0.53, 0.56, 0.53, 0.61, 0.56, 0.62, 0.59, 0.57, 0.61, 0.57, 0.58, 0.57, 0.56, 0.57, 0.56, 0.58, 0.53, 0.56, 0.60, 0.56, 0.79, 0.55, 0.55, 0.58, 0.60, 0.57, 0.75, 0.54, 0.55, 0.53, 0.60, 0.58, 0.62, 0.58, 0.56, 0.57, 0.58, 0.58, 0.62, 0.54, 0.57, 0.58, 0.62, 0.58, 0.58, 0.56, 0.63, 0.56, 0.71, 0.55, 0.57, 0.57, 0.58, 0.61, 0.74, -0.14, 0.02, 0.06, -0.23, -0.12, -0.12, 0.16, -0.25, -0.12, -1.62, -0.55, -0.27, -0.19, -0.26, -1.61, -0.09, -0.16, -1.62, -0.19, -0.18, -1.62, -1.65, -1.65, -1.63, -0.20, -0.05, -0.11, -1.63, -0.23, -1.65, -1.64, -1.64, -0.46, -0.14, -1.66, -1.60, -0.22, -0.71, -1.67, -0.19, -0.18, -0.62, 0.02, -1.65, -1.66, -0.21, -1.57, -1.65, -1.64, -1.67, -0.19, 0.07, 0.10, 0.06, -0.03, -0.09, 0.10, 0.10, -0.14, 0.06, 0.10, 0.07, 0.07, 0.07, -0.03, 0.00, 0.07, -0.08, 0.07, 0.10, 0.11, 0.08, 0.10, 0.10, -0.03, 0.06, 0.06, 0.11, -0.06, -0.03, -0.03, -0.10, 0.11, 0.13, 0.10, 0.11, 0.12, 0.05, 0.09, 0.08, 0.09, -0.02, 0.01, 0.05, 0.12, -0.14, 0.08, 0.04, 0.09, -0.08, 0.12, 0.09, 0.09, 0.12, -0.12, 0.10, -0.05, 0.11, 0.10, 0.12, -0.04, -0.03, -0.11, 0.11, -0.09, -0.03, -0.03],
  "total_charge": 0
}

| no. | E_LUMO (eV) | orbital gap (hartree) | HOMO energy (eV) |
| --- | --- | --- | --- |
| 1 | 0.73 | 0.436 | -11.142 |
| 2 | -11.80 | 0.075 | -13.855 |
| 3 | -0.40 | 0.300 | -8.560 |